C21H15AsBF5N6O6STi | ωB97M-V with the def2-TZVPD basis set

Structure (ORCA input):
```
! RIJCOSX wB97M-V def2-TZVPD def2/J DEFGRID3
* xyz -2 3
Ti -0.04 0.32 0.11
C -0.98 -3.00 -2.43
C -1.29 -1.76 -1.87
N -0.80 -1.66 -0.64
N -0.16 -2.82 -0.38
C -0.27 -3.64 -1.44
B 0.51 -3.19 0.96
N 1.55 -2.15 1.39
C 2.81 -2.42 1.77
C 3.45 -1.24 2.09
C 2.48 -0.26 1.87
N 1.34 -0.81 1.46
N -0.53 -3.47 2.06
C -0.69 -4.64 2.72
C -1.70 -4.48 3.64
C -2.13 -3.16 3.43
N -1.41 -2.56 2.50
H -1.24 -3.37 -3.41
H -1.82 -0.91 -2.28
H 0.17 -4.63 -1.41
H 1.11 -4.23 0.78
H 3.16 -3.45 1.79
H 4.48 -1.11 2.39
H 2.55 0.81 1.95
H -0.06 -5.48 2.49
H -2.08 -5.21 4.33
H -2.92 -2.61 3.93
O 3.31 0.17 -3.36
As 2.62 1.10 -1.98
O 3.83 1.76 -1.12
O 1.57 -0.03 -1.36
C 1.69 2.46 -3.04
C 2.25 2.76 -4.28
C 1.74 3.77 -5.08
C 0.65 4.51 -4.64
C 0.07 4.22 -3.42
C 0.59 3.21 -2.62
S -0.28 2.85 -1.09
O 0.77 2.51 -0.12
O -1.07 4.02 -0.79
O -1.06 1.64 -1.42
H 2.87 -0.68 -3.30
H 3.10 2.18 -4.61
H 2.20 3.98 -6.04
H 0.25 5.31 -5.26
H -0.78 4.79 -3.05
F -3.34 0.37 0.29
C -2.89 1.05 1.38
C -1.54 1.06 1.67
C -1.23 1.78 2.81
F 0.07 1.88 3.21
C -2.15 2.45 3.59
F -1.78 3.14 4.70
C -3.48 2.42 3.24
F -4.41 3.06 3.98
C -3.86 1.71 2.11
F -5.17 1.68 1.76
*
```

The value obtained for the HOMO energy (alpha / beta) is -0.11 / -3.45 eV. Its energy above the lowest of the compared OMol25 structures with the same formula, charge and spin is 32.9 kJ/mol.

---

C21H15F6N4SV | ωB97M-V with the def2-TZVPD basis set

Structure (ORCA input):
```
! RIJCOSX wB97M-V def2-TZVPD def2/J DEFGRID3
* xyz 2 1
V 0.06 -0.18 1.04
N 3.40 2.33 -0.13
C 2.20 1.81 0.10
S 2.06 0.05 0.15
N 1.15 2.54 0.25
N 0.03 1.80 0.50
C -1.08 2.46 0.70
C -1.21 3.92 0.69
C -1.84 4.53 1.77
C -1.97 5.91 1.81
C -1.50 6.67 0.74
C -0.89 6.06 -0.35
C -0.72 4.69 -0.37
C -2.25 1.61 0.94
C -3.55 2.06 0.98
C -4.57 1.13 1.18
C -4.26 -0.21 1.31
C -2.94 -0.60 1.23
N -1.95 0.29 1.05
H 4.22 1.75 -0.23
H 3.51 3.33 -0.17
H -2.20 3.94 2.61
H -2.43 6.39 2.66
H -1.61 7.75 0.76
H -0.53 6.66 -1.18
H -0.23 4.21 -1.21
H -3.77 3.11 0.85
H -5.60 1.46 1.22
H -5.03 -0.96 1.46
H -2.65 -1.64 1.31
F -0.46 -0.73 3.41
C 0.79 -0.31 2.96
F 1.67 -1.27 3.22
C 1.15 0.99 3.70
F 2.30 1.45 3.22
F 1.24 0.79 4.99
F 0.19 1.89 3.45
F -0.28 -5.68 -0.94
C -0.19 -4.42 -0.59
C -0.04 -3.47 -1.61
C 0.09 -2.15 -1.25
C 0.02 -1.80 0.11
C -0.15 -2.77 1.12
C -0.24 -4.10 0.76
H -0.01 -3.80 -2.64
H 0.24 -1.39 -2.01
H -0.19 -2.53 2.17
H -0.34 -4.89 1.50
*
```

The value obtained for the HOMO energy is -14.71 eV. Its energy above the lowest of the compared OMol25 structures with the same formula, charge and spin is 0.0 kJ/mol.

---

C21H15IrN4S5 | ωB97M-V with the def2-TZVPD basis set

Structure (ORCA input):
```
! RIJCOSX wB97M-V def2-TZVPD def2/J DEFGRID3
* xyz 0 1
Ir 0.62 0.04 0.39
C 3.88 -1.29 0.77
C 3.17 -1.51 -0.53
C 3.75 -2.44 -1.42
C 3.31 -2.54 -2.70
C 2.33 -1.63 -3.16
C 1.94 -1.55 -4.51
C 1.05 -0.58 -4.91
C 0.52 0.32 -3.97
C 0.84 0.24 -2.64
S 0.14 1.32 -1.46
C 1.76 -0.75 -2.21
N 2.12 -0.78 -0.88
H 4.92 -1.04 0.53
H 3.90 -2.20 1.38
H 3.45 -0.49 1.35
H 4.56 -3.06 -1.06
H 3.73 -3.26 -3.39
H 2.37 -2.24 -5.22
H 0.76 -0.50 -5.95
H -0.17 1.08 -4.30
S 1.12 -1.26 2.35
C 1.01 -2.86 1.67
C 1.65 -3.95 2.26
C 1.59 -5.22 1.68
C 2.28 -6.31 2.30
N 2.85 -7.16 2.82
C 0.88 -5.41 0.48
C 0.23 -4.33 -0.11
C 0.28 -3.07 0.48
S -0.63 -1.73 -0.22
C 0.84 -6.69 -0.15
N 0.78 -7.71 -0.68
H 2.21 -3.82 3.17
H -0.31 -4.47 -1.03
S -0.91 1.33 1.62
C -1.87 0.37 2.62
N -2.17 -0.90 2.42
C -3.11 -1.52 3.34
C -3.08 -0.67 4.60
S -2.67 1.02 4.03
H -1.71 -1.40 1.65
H -2.81 -2.54 3.54
H -4.11 -1.52 2.88
H -2.29 -0.99 5.28
H -4.04 -0.66 5.12
*
```

The value obtained for the HOMO energy is -7.33 eV. Its energy above the lowest of the compared OMol25 structures with the same formula, charge and spin is 0.0 kJ/mol.

---

C21H16BrN3O4Se2Sn | ωB97M-V with the def2-TZVPD basis set

Structure (ORCA input):
```
! RIJCOSX wB97M-V def2-TZVPD def2/J DEFGRID3
* xyz 0 1
Sn -0.63 0.56 0.18
Se -0.82 -3.03 1.70
Se -1.93 -1.65 3.20
C -0.41 -0.64 3.82
C -0.33 -0.40 5.19
C 0.75 0.33 5.66
C 1.71 0.76 4.76
C 1.55 0.45 3.42
N 0.50 -0.22 2.96
C -1.96 -2.85 0.15
C -2.49 -4.02 -0.38
C -3.24 -3.94 -1.54
C -3.45 -2.70 -2.12
C -2.89 -1.58 -1.52
N -2.16 -1.66 -0.40
H -1.09 -0.78 5.86
H 0.85 0.53 6.72
H 2.58 1.31 5.09
H 2.28 0.75 2.68
H -2.31 -4.97 0.12
H -3.66 -4.83 -1.98
H -4.04 -2.59 -3.02
H -3.06 -0.59 -1.91
Br 4.46 2.02 0.35
C 4.41 0.58 -0.88
C 5.61 0.25 -1.48
C 5.68 -0.77 -2.41
C 4.53 -1.47 -2.76
C 3.32 -1.12 -2.17
C 3.24 -0.11 -1.22
C 1.89 0.14 -0.62
O 0.88 -0.09 -1.37
O 1.75 0.53 0.55
H 6.50 0.80 -1.21
H 6.63 -1.02 -2.87
H 4.57 -2.27 -3.48
H 2.41 -1.63 -2.44
O -0.56 2.90 -0.40
C -1.68 2.92 -0.95
C -2.38 4.15 -1.49
C -3.76 3.60 -1.84
C -3.60 2.09 -1.71
O -4.44 1.27 -2.04
N -2.38 1.79 -1.14
H -1.83 4.49 -2.36
H -2.36 4.95 -0.75
H -4.11 3.86 -2.84
H -4.53 3.92 -1.13
*
```

The value obtained for the HOMO energy is -8.02 eV. Its energy above the lowest of the compared OMol25 structures with the same formula, charge and spin is 17.2 kJ/mol.

---

C21H16BrN3O6Pd | ωB97M-V with the def2-TZVPD basis set

Structure (ORCA input):
```
! RIJCOSX wB97M-V def2-TZVPD def2/J DEFGRID3
* xyz 4 1
Pd -0.57 2.62 0.03
O -0.18 6.61 0.46
C -0.50 5.38 0.31
O 0.30 4.42 0.34
C -1.94 5.07 0.09
C -2.98 5.98 0.04
C -4.27 5.48 -0.18
C -4.45 4.11 -0.34
C -3.35 3.27 -0.28
N -2.13 3.76 -0.07
C -3.31 1.78 -0.43
O -4.35 1.05 -0.64
O -2.20 1.24 -0.36
H 0.77 6.77 0.60
H -2.79 7.03 0.17
H -5.11 6.15 -0.22
H -5.45 3.72 -0.52
H -5.20 1.51 -0.70
C 2.68 2.75 0.37
O 1.64 1.74 0.14
C 2.20 0.47 -0.04
C 3.58 0.31 -0.18
C 4.18 -0.93 -0.44
Br 6.03 -1.01 -0.69
C 3.41 -2.04 -0.52
C 1.99 -1.96 -0.28
C 1.39 -0.66 -0.12
O 0.07 -0.44 -0.01
C 1.35 -3.18 -0.11
N 2.04 -4.38 -0.46
C 1.25 -5.35 -0.16
C 1.49 -6.78 -0.35
C 0.50 -7.61 0.04
C -0.70 -7.08 0.62
C -0.99 -5.70 0.81
C 0.00 -4.86 0.43
N 0.13 -3.48 0.41
H 3.26 2.46 1.25
H 2.17 3.68 0.57
H 3.30 2.84 -0.52
H 4.23 1.17 -0.15
H 3.85 -3.01 -0.69
H -0.49 -1.07 -0.48
H 2.43 -7.12 -0.77
H 0.59 -8.68 -0.07
H -1.45 -7.80 0.94
H -1.93 -5.40 1.24
H -0.47 -2.86 0.92
*
```

The value obtained for the HOMO energy is -19.14 eV.

---

C21H16ClN2O2Pt | ωB97M-V with the def2-TZVPD basis set

Structure (ORCA input):
```
! RIJCOSX wB97M-V def2-TZVPD def2/J DEFGRID3
* xyz -1 3
Pt 0.49 -0.53 -0.58
O -1.36 -0.09 -2.04
C -2.58 -0.11 -1.63
C -3.60 0.14 -2.62
C -4.94 -0.19 -2.38
C -5.34 -0.58 -1.07
C -4.44 -0.76 -0.08
C -3.04 -0.55 -0.34
C -2.23 -0.72 0.83
N -0.98 -0.70 0.86
N -0.53 -0.73 2.21
C 0.74 -0.43 2.34
O 1.58 -0.32 1.35
C 1.22 -0.32 3.74
C 2.53 0.08 3.99
C 3.01 -0.04 5.30
C 2.18 -0.45 6.31
C 0.87 -0.91 6.06
C 0.45 -0.89 4.78
H -3.28 0.39 -3.57
H -5.69 -0.14 -3.33
H -6.40 -0.74 -0.86
H -4.74 -1.06 0.93
H -2.74 -1.06 1.74
H 3.09 0.48 3.19
H 3.99 0.22 5.52
H 2.56 -0.44 7.34
H 0.28 -1.33 6.85
H -0.58 -1.24 4.56
Cl 3.58 3.54 -5.43
C 2.79 2.40 -4.46
C 3.59 1.62 -3.63
C 3.10 0.58 -2.89
C 1.75 0.20 -3.03
C 1.17 -1.10 -2.44
C 0.90 1.13 -3.62
C 1.41 2.20 -4.30
H 4.70 1.79 -3.69
H 3.59 0.04 -2.14
H 1.99 -1.82 -2.50
H 0.36 -1.49 -3.00
H -0.17 0.95 -3.55
H 0.74 2.96 -4.73
*
```

The value obtained for the HOMO energy (alpha / beta) is -3.82 / -4.36 eV. Its energy above the lowest of the compared OMol25 structures with the same formula, charge and spin is 128.3 kJ/mol.

---

C21H16CrN4O11S | ωB97M-V with the def2-TZVPD basis set

Structure (ORCA input):
```
! RIJCOSX wB97M-V def2-TZVPD def2/J DEFGRID3
* xyz -2 5
Cr -0.99 -0.11 0.78
O -1.44 -0.72 6.51
C -0.53 -1.56 6.05
O 0.08 -2.30 6.79
C -0.28 -1.57 4.58
C 0.72 -2.31 3.97
N 0.63 -2.10 2.65
N -0.36 -1.26 2.37
C -0.91 -0.90 3.51
C -2.05 0.08 3.38
O -2.71 0.38 4.39
O -2.29 0.44 2.19
H -1.86 -0.15 5.77
H 1.47 -2.94 4.41
H 1.30 -2.31 1.92
O -4.02 3.02 -4.69
C -3.11 2.18 -4.75
O -2.62 1.60 -5.73
C -2.53 1.75 -3.37
C -3.01 2.32 -2.19
C -2.55 1.87 -0.97
N -1.64 0.89 -0.89
C -1.12 0.37 -2.01
C -1.54 0.78 -3.27
C -0.12 -0.76 -1.79
O 0.41 -1.32 -2.74
O 0.05 -1.07 -0.55
H -3.76 3.09 -2.27
H -2.89 2.26 -0.02
H -1.13 0.33 -4.16
C -4.36 -3.11 -0.57
C -3.31 -2.25 -0.06
N -2.49 -1.54 0.32
H -3.91 -3.98 -1.05
H -4.94 -2.55 -1.31
H -5.01 -3.42 0.25
C 5.13 0.60 -3.64
C 4.43 0.70 -2.31
C 3.81 -0.41 -1.76
C 3.14 -0.33 -0.54
C 3.12 0.88 0.10
C 3.72 2.01 -0.41
C 4.38 1.91 -1.62
S 0.81 1.54 2.68
O 1.04 3.00 2.65
O 2.10 0.78 2.67
O 0.24 1.25 1.13
H 4.99 -0.38 -4.09
H 6.21 0.78 -3.55
H 4.75 1.34 -4.35
H 3.80 -1.35 -2.31
H 2.62 -1.18 -0.14
H 3.65 2.96 0.12
H 4.85 2.79 -2.06
*
```

The value obtained for the HOMO energy (alpha / beta) is -1.78 / -2.00 eV. Its energy above the lowest of the compared OMol25 structures with the same formula, charge and spin is 323.5 kJ/mol.

---

C21H16N3O7S | ωB97M-V with the def2-TZVPD basis set

Structure (ORCA input):
```
! RIJCOSX wB97M-V def2-TZVPD def2/J DEFGRID3
* xyz -1 1
C -5.13 -3.28 1.94
C -4.06 -2.55 1.19
C -4.10 -2.50 -0.21
C -3.16 -1.79 -0.93
C -2.11 -1.15 -0.26
S -0.95 -0.19 -1.19
O -1.16 -0.44 -2.59
O -0.86 1.13 -0.65
N 0.59 -0.80 -0.79
C 0.93 -2.16 -0.92
C 0.14 -3.22 -1.35
C 0.67 -4.51 -1.22
C 1.94 -4.70 -0.64
C 2.71 -3.62 -0.19
C 2.21 -2.33 -0.36
C 2.62 -1.01 0.10
N 3.76 -0.79 0.90
O 4.53 -1.77 1.11
O 3.97 0.34 1.38
C 1.60 -0.11 -0.16
C -2.06 -1.17 1.14
C -3.02 -1.89 1.85
H -4.96 -3.20 3.02
H -6.12 -2.86 1.72
H -5.16 -4.34 1.68
H -4.90 -3.02 -0.74
H -3.22 -1.72 -2.02
H -0.84 -3.04 -1.77
H 0.09 -5.36 -1.56
H 2.33 -5.72 -0.55
H 3.68 -3.76 0.28
H 1.51 0.94 0.09
H -1.29 -0.61 1.67
H -2.98 -1.93 2.94
O 4.14 6.85 -1.24
N 3.03 6.99 -0.70
O 2.57 8.11 -0.38
C 2.19 5.86 -0.38
C 0.96 6.17 0.21
C 0.07 5.13 0.47
C 0.40 3.82 0.17
C 1.72 3.43 -0.34
O 2.12 2.23 -0.50
C 2.57 4.56 -0.68
H 0.73 7.21 0.42
H -0.90 5.37 0.91
H -0.32 3.03 0.31
H 3.52 4.37 -1.16
*
```

The value obtained for the HOMO energy is -3.93 eV.

---

C21H16NO4Pd | ωB97M-V with the def2-TZVPD basis set

Structure (ORCA input):
```
! RIJCOSX wB97M-V def2-TZVPD def2/J DEFGRID3
* xyz 1 1
Pd -1.24 -0.30 -0.94
O -1.44 3.62 -2.87
C -1.45 2.49 -2.20
O -1.02 1.45 -2.63
C -2.06 2.59 -0.84
C -2.38 3.79 -0.22
C -2.93 3.75 1.05
C -3.21 2.52 1.62
C -2.90 1.36 0.93
N -2.29 1.40 -0.26
C -3.19 -0.03 1.42
O -3.99 -0.20 2.47
O -2.73 -1.00 0.87
H -1.07 3.48 -3.75
H -2.18 4.72 -0.73
H -3.15 4.67 1.58
H -3.67 2.49 2.60
H -4.36 0.62 2.81
C 5.59 -0.45 1.41
C 4.93 0.71 1.77
C 3.61 0.90 1.39
C 2.93 -0.08 0.67
C 3.60 -1.24 0.30
C 4.93 -1.42 0.67
C 1.53 0.18 0.31
C 0.67 -0.67 -0.21
C 0.21 -1.92 -0.66
C -0.17 -2.98 0.20
C -0.93 -4.01 -0.28
C -1.35 -4.03 -1.62
C -0.96 -3.03 -2.49
C -0.18 -1.96 -2.04
H 6.62 -0.60 1.70
H 5.44 1.48 2.34
H 3.10 1.81 1.67
H 3.09 -2.00 -0.27
H 5.44 -2.33 0.39
H 1.18 1.19 0.51
H 0.13 -2.95 1.24
H -1.23 -4.81 0.38
H -1.96 -4.84 -1.98
H -1.23 -3.09 -3.54
H 0.28 -1.28 -2.75
*
```

The value obtained for the HOMO energy (alpha / beta) is -10.96 / -10.96 eV. Its energy above the lowest of the compared OMol25 structures with the same formula, charge and spin is 0.0 kJ/mol.

---

C21H17BCl2IMgN5O3S | ωB97M-V with the def2-TZVPD basis set

Structure (ORCA input):
```
! RIJCOSX wB97M-V def2-TZVPD def2/J DEFGRID3
* xyz -2 1
Mg -0.01 -0.22 -0.10
N 3.52 0.91 -3.27
C 2.68 0.27 -2.34
S 3.28 0.10 -0.74
N 1.57 -0.12 -2.89
N 0.58 -0.70 -2.09
C -0.38 -1.12 -2.84
C -1.59 -1.84 -2.45
C -2.49 -2.18 -3.46
C -3.66 -2.88 -3.20
C -3.93 -3.25 -1.88
C -3.05 -2.94 -0.86
C -1.85 -2.21 -1.10
O -1.04 -1.92 -0.15
H 4.17 1.52 -2.82
H 3.00 1.33 -4.03
H -0.26 -0.94 -3.91
H -2.26 -1.89 -4.48
H -4.35 -3.12 -4.00
H -4.84 -3.79 -1.65
H -3.26 -3.22 0.17
Cl 2.27 6.37 2.89
C 1.77 4.74 2.45
C 1.76 3.74 3.43
C 1.38 2.46 3.09
Cl 1.42 1.23 4.33
C 0.96 2.08 1.77
O 0.60 0.90 1.50
C 1.02 3.15 0.81
C 0.68 2.91 -0.58
O 0.34 1.86 -1.09
C 1.41 4.44 1.16
H 2.05 3.97 4.44
H 0.75 3.82 -1.22
H 1.43 5.21 0.40
I -1.33 -1.22 2.99
C 0.54 -2.04 2.51
C 1.13 -2.89 3.44
C 2.29 -3.56 3.08
C 2.80 -3.38 1.81
C 2.16 -2.49 0.96
N 1.07 -1.80 1.31
H 0.68 -3.02 4.42
H 2.77 -4.23 3.79
H 3.68 -3.90 1.48
H 2.54 -2.28 -0.03
B -4.10 2.33 -0.18
C -2.81 1.41 -0.15
N -1.87 0.74 -0.14
H -3.73 3.49 -0.07
H -4.67 2.16 -1.25
H -4.83 2.02 0.75
*
```

The value obtained for the HOMO energy is -1.72 eV. Its energy above the lowest of the compared OMol25 structures with the same formula, charge and spin is 117.1 kJ/mol.

---

Calculated electronic energy (eV), listed in the same order as above: -152304.0052, -80791.8520, -84998.7959, -241265.6409, -112271.0951, -44879.3252, -89780.5608, -51669.8857, -35189.8555, -85753.5572